{
  "formula": "C22H30B3ClN4O3",
  "method": "the ωB97M-V functional and the def2-TZVPD basis",
  "elements": ["C", "C", "C", "B", "O", "B", "O", "B", "C", "C", "C", "Cl", "O", "H", "H", "H", "H", "H", "H", "H", "H", "H", "H", "C", "C", "C", "N", "C", "H", "H", "H", "H", "H", "C", "C", "C", "N", "C", "H", "H", "H", "H", "H", "C", "C", "C", "N", "C", "H", "H", "H", "H", "H", "C", "C", "C", "N", "C", "H", "H", "H", "H", "H"],
  "coordinates": [[-0.02042, -2.84925, -2.10785], [-0.69388, -2.43821, -1.20481], [-1.57429, -1.90212, -0.17200], [-1.53647, -0.32764, -0.24108], [-1.64197, 0.35811, -1.43541], [-1.66297, 1.73429, -1.26735], [-0.74419, 2.29112, -0.41104], [-0.40924, 1.44811, 0.64047], [0.88813, 1.56581, 1.50108], [2.21427, 1.32624, 0.75333], [2.19424, 1.57077, -0.74049], [2.83081, -0.32538, 1.09218], [-1.34412, 0.43620, 0.90712], [0.58276, -3.15786, -2.92710], [-1.21654, -2.21014, 0.81021], [-2.58720, -2.27766, -0.33144], [-2.50243, 2.37897, -1.80532], [0.90326, 2.52648, 2.02191], [0.81766, 0.81077, 2.28164], [2.95695, 1.99484, 1.18266], [1.89826, 2.59997, -0.94062], [1.57126, 0.85347, -1.27639], [3.20658, 1.45542, -1.12851], [-2.69019, 0.67022, 3.80754], [-3.82185, 1.51633, 3.97453], [-4.06451, 1.62117, 5.31778], [-3.12637, 0.86996, 5.97192], [-2.28470, 0.28942, 5.05989], [-2.23257, 0.37649, 2.87649], [-4.39273, 1.99301, 3.19512], [-4.82152, 2.16080, 5.86028], [-3.07056, 0.75562, 6.96693], [-1.47741, -0.34831, 5.37876], [-1.77078, -6.14573, -5.88911], [-1.15656, -5.21314, -5.00826], [-1.74610, -5.35816, -3.78064], [-2.69279, -6.33960, -3.88885], [-2.71401, -6.82635, -5.16760], [-1.54523, -6.29790, -6.93120], [-0.37184, -4.51637, -5.25215], [-1.57351, -4.84870, -2.84847], [-3.28326, -6.65437, -3.14197], [-3.39355, -7.61045, -5.45372], [3.75091, 0.90433, -5.69615], [3.94039, 2.25774, -5.30249], [2.81415, 2.64755, -4.62889], [1.95276, 1.58462, -4.60287], [2.51615, 0.51839, -5.24840], [4.44235, 0.28673, -6.24415], [4.80428, 2.87229, -5.49209], [2.55345, 3.58489, -4.16808], [1.04522, 1.58530, -4.17549], [1.99338, -0.41864, -5.33352], [2.61743, 1.97094, 4.85452], [2.79673, 3.30411, 5.31542], [1.64756, 3.66487, 5.96886], [0.78464, 2.60418, 5.91700], [1.36965, 1.56696, 5.24566], [3.32391, 1.37570, 4.29906], [3.66526, 3.92616, 5.17872], [1.37149, 4.58214, 6.45973], [-0.14010, 2.58940, 6.30660], [0.84996, 0.63615, 5.09810]],
  "nbo_charge": [-0.25, 0.00, -0.84, 1.17, -0.88, 1.01, -0.89, 1.21, -0.83, -0.15, -0.63, -0.08, -0.91, 0.24, 0.26, 0.27, -0.10, 0.27, 0.26, 0.21, 0.22, 0.21, 0.23, -0.27, -0.32, -0.08, -0.51, -0.10, 0.23, 0.22, 0.21, 0.41, 0.21, -0.31, -0.30, -0.08, -0.51, -0.08, 0.22, 0.21, 0.22, 0.41, 0.21, -0.30, -0.31, -0.08, -0.51, -0.08, 0.22, 0.22, 0.21, 0.41, 0.21, -0.30, -0.31, -0.08, -0.51, -0.08, 0.22, 0.22, 0.21, 0.41, 0.21],
  "homo_ev": -8.219,
  "gap_ha": 0.3176,
  "smiles": "C#CCB1OBOB(C[C@H](C)Cl)O1.c1cc[nH]c1.c1cc[nH]c1.c1cc[nH]c1.c1cc[nH]c1",
  "energy_ha": -1835.9869,
  "lumo_energy_ev": 0.422
}